(1)
# C5H10O3

A 2-piece molecular cluster, C5H10O3 overall at a distorted geometry (wB97M-V/def2-TZVPD, the OMol25 dataset).

Element x y z (Å)
1 O -0.78 -0.84 2.81
2 C 0.04 -0.23 2.16
3 C -0.32 0.89 1.22
4 C 0.50 0.96 -0.08
5 C 0.65 -0.38 -0.82
6 C 1.64 -1.36 -0.26
7 O 1.38 -2.49 0.09
8 H 1.09 -0.49 2.37
9 H -1.39 0.89 1.05
10 H 0.00 1.73 1.85
11 H -0.04 1.65 -0.74
12 H 1.46 1.46 0.04
13 H -0.34 -0.84 -0.81
14 H 0.95 -0.24 -1.86
15 H 2.68 -1.03 -0.11
16 O -2.34 0.26 -2.61
17 H -2.38 0.62 -1.72
18 H -2.81 -0.59 -2.58

Results
* gap between HOMO and LUMO: 10.4 eV
* energy relative to the best compared isomer or geometry (same formula, charge and spin): 1.658 eV
* total charge: 0
* SMILES: O=CCCCC=O.O
* lowest unoccupied orbital energy: 0.5640 eV



(2)
# C16H34P2Zr

C16H34P2Zr as an isolated structure at a distorted geometry (wB97M-V/def2-TZVPD, the OMol25 dataset).

Element x y z (Å)
1 P -0.94 2.16 -0.46
2 P -1.42 -1.89 -1.05
3 C -1.90 0.96 -1.62
4 C -2.47 -0.33 -1.09
5 H -1.30 0.89 -2.57
6 H -2.77 1.61 -1.81
7 H -3.01 -0.29 -0.12
8 H -3.22 -0.63 -1.85
9 C -1.10 -2.23 -2.86
10 H -0.34 -3.01 -2.99
11 H -0.75 -1.29 -3.33
12 H -2.01 -2.55 -3.39
13 C -2.64 -3.25 -0.78
14 H -3.28 -3.40 -1.66
15 H -3.30 -3.03 0.05
16 H -2.14 -4.20 -0.57
17 C -1.02 3.71 -1.48
18 H -0.53 4.53 -0.90
19 H -2.07 3.95 -1.64
20 H -0.52 3.56 -2.46
21 C -2.17 2.50 0.84
22 H -2.58 1.56 1.24
23 H -2.99 3.07 0.38
24 H -1.72 3.11 1.64
25 Zr 2.51 0.57 2.77
26 C 0.15 -2.36 -0.24
27 C 0.86 -1.69 -1.37
28 C 0.98 -0.24 -1.55
29 C 1.76 0.77 -0.74
30 C 0.75 1.87 -0.01
31 C 0.49 1.10 1.37
32 C -0.27 -0.18 1.20
33 C 0.46 -1.55 1.16
34 C 4.54 0.96 1.92
35 H 0.26 -3.44 0.00
36 H 1.54 -2.41 -1.85
37 H 0.01 0.00 -1.19
38 H 0.99 0.16 -2.56
39 H 2.56 0.46 0.01
40 H 2.30 1.43 -1.41
41 H 1.27 2.84 0.18
42 H 0.09 1.78 2.12
43 H -0.72 -0.10 0.19
44 H -1.20 -0.22 1.85
45 H 1.55 -1.54 1.41
46 H -0.07 -2.15 1.91
47 H 5.03 1.26 2.85
48 H 4.57 1.91 1.38
49 H 5.32 0.36 1.43
50 C 2.61 -1.14 4.14
51 H 1.74 -0.89 4.76
52 H 3.46 -0.84 4.77
53 H 2.64 -2.23 4.02

Results
* gap between HOMO and LUMO: 3.2 eV
* energy relative to the best compared isomer or geometry (same formula, charge and spin): 0.000 eV
* total charge: +2
* lowest unoccupied orbital energy: -7.9182 eV



(3)
# C21H55InN3O5Si

C21H55InN3O5Si as an isolated structure (wB97M-V/def2-TZVPD, the OMol25 dataset).

Element x y z (Å)
1 C 1.49 -0.09 0.24
2 C 1.80 1.38 0.62
3 In 0.01 2.59 0.14
4 C 0.35 4.83 0.25
5 C -0.16 5.64 -0.87
6 O -0.31 5.32 -2.03
7 C -1.69 2.18 1.55
8 C -2.97 2.50 0.83
9 O -4.16 2.07 1.55
10 Si -5.66 2.14 0.87
11 C -5.73 3.33 -0.56
12 C -6.88 2.76 2.15
13 C -6.08 0.41 0.29
14 H 1.32 -0.18 -0.84
15 H 2.29 -0.79 0.53
16 H 0.56 -0.42 0.73
17 H 2.08 1.41 1.68
18 H 2.65 1.72 0.02
19 H -0.57 2.08 -1.46
20 H -0.16 5.19 1.15
21 H 1.41 5.09 0.38
22 H -0.41 6.70 -0.61
23 H -1.68 1.12 1.83
24 H -1.62 2.77 2.47
25 H -2.98 2.01 -0.16
26 H -3.05 3.58 0.65
27 H -5.36 4.32 -0.24
28 H -6.76 3.44 -0.92
29 H -5.09 3.01 -1.39
30 H -7.88 2.75 1.71
31 H -6.63 3.80 2.38
32 H -6.88 2.17 3.07
33 H -5.15 -0.17 0.31
34 H -6.82 -0.09 0.93
35 H -6.43 0.39 -0.75
36 C 3.09 -3.82 -4.82
37 C 3.78 -2.52 -4.40
38 C 3.91 -2.35 -2.89
39 O 2.72 -1.98 -2.23
40 C 1.85 -3.04 -1.89
41 N 3.10 -1.40 -5.05
42 H 2.01 -3.76 -4.66
43 H 3.25 -4.01 -5.88
44 H 3.48 -4.67 -4.25
45 H 4.80 -2.55 -4.80
46 H 4.60 -1.52 -2.70
47 H 4.34 -3.25 -2.43
48 H 2.41 -3.94 -1.61
49 H 1.16 -3.29 -2.70
50 H 1.26 -2.71 -1.04
51 H 3.61 -0.54 -4.88
52 H 2.21 -1.25 -4.58
53 C 5.83 -0.19 6.01
54 C 5.26 1.21 5.80
55 C 4.04 1.26 4.89
56 O 4.33 1.12 3.52
57 C 4.43 -0.21 3.04
58 N 6.34 2.09 5.36
59 H 6.38 -0.53 5.13
60 H 6.52 -0.20 6.85
61 H 5.03 -0.91 6.21
62 H 4.93 1.58 6.78
63 H 3.58 2.25 4.99
64 H 3.29 0.52 5.20
65 H 3.74 -0.87 3.57
66 H 5.45 -0.59 3.14
67 H 4.15 -0.20 1.99
68 H 6.00 3.05 5.34
69 H 6.54 1.87 4.39
70 C -4.57 -3.13 -2.26
71 C -3.55 -2.09 -2.71
72 C -2.20 -2.69 -3.12
73 O -1.40 -3.11 -2.04
74 C -1.67 -4.39 -1.53
75 N -3.44 -1.06 -1.68
76 H -4.36 -3.49 -1.25
77 H -5.57 -2.69 -2.24
78 H -4.59 -3.99 -2.93
79 H -3.94 -1.60 -3.61
80 H -1.62 -1.91 -3.63
81 H -2.34 -3.52 -3.82
82 H -1.97 -5.08 -2.33
83 H -2.46 -4.38 -0.77
84 H -0.76 -4.76 -1.07
85 H -2.87 -0.29 -2.02
86 H -2.93 -1.43 -0.89

Results
* gap between HOMO and LUMO: 7.1 eV
* total charge: -1
* lowest unoccupied orbital energy: 2.4963 eV